{
  "formula": "C7H7O4S",
  "method": "the ωB97M-V functional and the def2-TZVPD basis",
  "e_lumo_ev": 3.5,
  "homo_energy_ev": -3.858,
  "total_charge": -1,
  "gap_ev": 7.352,
  "de_lowest_kj_mol": 194.5,
  "symbols": ["C", "C", "C", "C", "C", "C", "C", "O", "O", "O", "O", "S", "H", "H", "H", "H", "H", "H", "H"],
  "coordinates": [[0.083472, 1.018821, 0.583220], [-0.910992, 1.768451, 0.209998], [-0.357814, -0.224990, 1.423068], [1.457153, 1.256400, 0.104271], [-0.712159, -0.447848, -2.203035], [-1.535336, -0.930783, 0.969861], [2.358985, 0.096702, 0.472211], [-1.842650, 2.497745, 0.026620], [0.386445, -0.541590, 2.388545], [1.744004, 2.284401, -0.478341], [-1.864598, -2.500058, -1.426137], [-0.694086, -1.676637, -1.064989], [-1.539194, 0.053320, -2.537162], [0.048956, 0.276971, -2.118701], [-1.905080, -1.790196, 1.704263], [-2.377693, -0.483235, 0.454864], [3.354665, 0.199971, -0.023731], [1.987969, -0.825995, 0.029004], [2.317952, -0.031448, 1.486173]],
  "forces_ev_per_a": [[-0.2, -1.4, 0.6], [-3.5, 3.3, -0.3], [-0.1, 0.0, 1.0], [-0.6, -0.3, 0.5], [2.1, -1.5, 2.1], [0.1, -1.5, 2.1], [1.2, 0.7, -4.0], [2.9, -2.4, 0.2], [-1.1, 0.2, -1.6], [0.5, -0.4, -0.1], [-0.6, -1.1, 0.7], [-0.4, 1.4, -2.3], [-2.7, 0.4, -0.9], [1.5, 0.4, 0.2], [1.1, 1.8, -1.7], [0.4, 0.4, -0.1], [-0.5, 0.3, 0.9], [-0.5, 0.0, 0.0], [0.4, -0.3, 2.6]],
  "nbo_charge": [-0.5589, 0.8323, 0.5018, 0.6083, -0.9292, -0.7347, -0.7235, -0.4781, -0.6710, -0.5831, -1.0017, 1.2054, 0.1936, 0.1824, 0.2171, 0.2227, 0.2115, 0.2391, 0.2659]
}

=====

{
  "formula": "C5H12NO",
  "method": "the ωB97M-V functional and the def2-TZVPD basis",
  "e_lumo_ev": 2.0,
  "homo_energy_ev": -2.382,
  "total_charge": -1,
  "gap_ev": 4.334,
  "de_lowest_kj_mol": 613.6,
  "symbols": ["C", "O", "C", "C", "C", "C", "N", "H", "H", "H", "H", "H", "H", "H", "H", "H", "H", "H", "H"],
  "coordinates": [[-1.012832, 0.709495, -1.935005], [-1.923514, 0.220863, -2.790661], [-1.231046, 0.171663, -0.489709], [-0.198802, 0.683512, 0.518582], [1.136378, -0.036240, 0.498950], [1.305145, -1.273542, 1.327256], [1.503307, -0.630780, 2.638010], [0.047893, 0.445579, -2.247416], [-0.989780, 1.828053, -1.827827], [-2.146782, 0.728003, -0.250947], [-1.474266, -0.888762, -0.503148], [0.077923, 1.728848, 0.345754], [-0.658523, 0.651103, 1.506473], [1.951122, 0.655660, 0.998696], [1.430300, -0.073764, -0.556588], [0.363377, -1.816764, 1.173640], [2.169176, -1.892797, 1.067421], [2.731383, 0.798888, 1.396585], [1.716519, -1.296821, 3.384697]],
  "forces_ev_per_a": [[0.1, -1.2, -0.6], [0.0, 0.3, 0.1], [-0.2, 1.9, -0.7], [0.3, -0.2, 0.9], [-2.0, -1.6, -2.9], [1.5, 2.1, 1.5], [0.2, -0.4, 0.1], [0.0, 0.1, 0.1], [0.0, 0.1, 0.0], [-0.2, -0.5, 0.3], [0.4, -0.1, 0.1], [-0.6, 0.1, -0.3], [0.4, 0.0, 0.3], [0.5, 0.9, 0.1], [0.2, -0.3, 0.1], [-0.1, 0.1, 0.3], [-0.3, -0.2, -0.4], [-0.5, -1.0, 1.2], [0.0, -0.2, -0.3]],
  "nbo_charge": [0.0072, -0.9506, -0.4407, -0.4307, -0.1441, -0.3157, -0.8369, 0.0447, 0.0597, 0.1977, 0.1978, 0.2039, 0.2114, 0.0164, 0.2168, 0.2499, 0.1723, 0.2345, 0.3063]
}

=====

{
  "formula": "C34H31GeN3S2W",
  "method": "the ωB97M-V functional and the def2-TZVPD basis",
  "e_lumo_ev": [-4.2, -4.1],
  "homo_energy_ev": [-9.256, -9.142],
  "multiplicity": 2,
  "total_charge": 1,
  "gap_ev": [5.011, 5.067],
  "s_squared": 0.774,
  "de_lowest_kj_mol": 191.1,
  "symbols": ["W", "S", "C", "C", "C", "C", "C", "C", "C", "C", "C", "N", "H", "H", "H", "H", "H", "H", "C", "H", "H", "C", "C", "C", "C", "N", "C", "S", "N", "C", "H", "H", "H", "H", "H", "H", "H", "H", "C", "C", "C", "C", "C", "C", "Ge", "C", "C", "C", "C", "C", "C", "C", "C", "C", "C", "C", "C", "H", "H", "H", "H", "H", "H", "H", "H", "H", "H", "H", "H", "H", "H", "H"],
  "coordinates": [[-1.451520, -0.594371, -0.393329], [-4.241803, -0.491301, 3.235211], [-3.532938, -2.054070, 3.208647], [-2.685473, -2.241567, 2.159562], [-2.553916, -1.100775, 1.329240], [-3.366804, -0.072317, 1.797357], [-3.454427, 1.145473, 1.058259], [-4.284278, 2.238461, 1.334729], [-4.293719, 3.311958, 0.471309], [-3.442973, 3.297305, -0.637144], [-2.627509, 2.208248, -0.832670], [-2.627692, 1.143733, -0.021379], [-3.777944, -2.753421, 3.984604], [-2.174642, -3.177873, 1.992627], [-4.907937, 2.210110, 2.214517], [-4.927196, 4.164002, 0.654195], [-3.410925, 4.121328, -1.327815], [-1.928919, 2.170866, -1.666553], [-2.789606, -0.570351, -2.098116], [-3.834283, -0.282125, -1.930071], [-2.481207, -0.255269, -3.104637], [1.366473, -4.301735, -4.476592], [0.827081, -3.717626, -3.223168], [1.512902, -3.633767, -2.046574], [0.972390, -2.922877, -0.928484], [-0.223148, -2.344895, -1.018839], [-0.951104, -2.496707, -2.163268], [-2.711905, -2.389876, -1.986365], [-0.430504, -3.183889, -3.261946], [1.751713, -2.829025, 0.334809], [2.363863, -4.695440, -4.305115], [1.428178, -3.530389, -5.245854], [0.719639, -5.091078, -4.858351], [2.490215, -4.074974, -1.965575], [-1.041947, -3.338555, -4.051323], [2.817843, -2.838715, 0.124744], [1.530459, -3.685222, 0.975114], [1.508732, -1.923020, 0.884415], [3.220215, -0.657373, -2.972483], [3.789315, -0.493638, -1.720672], [3.022758, -0.044729, -0.658254], [1.678590, 0.253620, -0.831674], [1.128012, 0.109192, -2.104232], [1.884024, -0.346033, -3.169448], [0.367142, 0.901084, 0.542185], [0.801530, 2.850799, 0.495798], [-0.145002, 3.856497, 0.638459], [0.227801, 5.189836, 0.605736], [1.559912, 5.533973, 0.454295], [2.518481, 4.540119, 0.333934], [2.136562, 3.211324, 0.347984], [0.870505, 0.308960, 2.375621], [0.388110, -0.916173, 2.824253], [0.635828, -1.351934, 4.112264], [1.344384, -0.544853, 4.986137], [1.802099, 0.691725, 4.562964], [1.571038, 1.112252, 3.264770], [3.816250, -1.020094, -3.796255], [4.836407, -0.706604, -1.570848], [3.461706, 0.067301, 0.324503], [0.078717, 0.412867, -2.265737], [1.452097, -0.445977, -4.155854], [-1.185585, 3.598564, 0.779339], [-0.524907, 5.959421, 0.704920], [1.851875, 6.572075, 0.429236], [3.561745, 4.801220, 0.231105], [2.885862, 2.439734, 0.241081], [-0.206991, -1.532768, 2.150372], [0.261981, -2.311816, 4.444491], [1.524408, -0.871792, 5.999964], [2.329722, 1.334700, 5.249425], [1.920241, 2.078267, 2.930447]],
  "forces_ev_per_a": [[-0.6, -1.4, -0.9], [0.5, -0.1, -0.5], [0.0, 0.2, 0.0], [-0.1, -0.3, 0.2], [-0.5, 0.7, -0.6], [0.0, -0.8, 0.5], [0.0, 0.6, -0.4], [0.2, -0.3, -0.1], [0.3, -0.1, -0.1], [-0.2, -0.1, 0.2], [0.0, 0.1, -0.3], [-0.5, 0.5, 0.5], [-0.1, -0.2, 0.1], [0.1, -0.1, 0.0], [-0.1, 0.0, 0.1], [-0.1, 0.1, 0.0], [0.0, 0.1, -0.1], [-0.1, 0.0, 0.1], [0.1, 0.0, -0.3], [0.2, 0.2, 0.1], [-0.1, -0.2, 0.2], [0.0, -0.1, -0.1], [-0.6, 0.4, 0.0], [-0.4, 0.4, 0.7], [0.4, -0.3, -0.4], [0.2, -0.3, -0.4], [-0.7, -0.6, 0.8], [0.2, 0.0, -0.3], [0.4, 0.7, 0.9], [0.0, 0.2, 0.0], [0.0, -0.1, 0.0], [0.0, 0.1, 0.0], [0.0, -0.1, 0.0], [0.1, 0.0, 0.0], [0.1, 0.2, -0.1], [0.0, 0.0, 0.0], [-0.1, -0.1, 0.0], [0.0, -0.1, 0.0], [0.0, 0.0, -0.1], [0.2, -0.1, 0.0], [-0.1, 0.0, 0.0], [-0.1, 0.4, 0.4], [-0.2, 0.3, 0.1], [-0.1, -0.1, -0.2], [1.6, 0.7, 0.3], [-0.5, -0.6, 0.0], [-0.1, -0.1, 0.1], [-0.1, 0.1, 0.0], [0.0, 0.0, 0.0], [0.0, 0.1, 0.0], [0.0, -0.2, 0.0], [-0.3, 0.0, -0.6], [0.0, -0.1, -0.2], [-0.1, -0.2, 0.1], [0.0, 0.0, 0.1], [0.1, 0.0, 0.1], [0.0, 0.1, -0.2], [0.1, 0.0, -0.1], [0.2, -0.1, 0.0], [0.1, 0.0, 0.1], [0.2, -0.1, -0.1], [-0.1, 0.0, -0.1], [0.0, 0.1, 0.1], [0.0, 0.1, 0.0], [0.0, 0.1, 0.0], [0.1, 0.0, 0.0], [0.1, 0.0, 0.0], [0.2, 0.0, 0.3], [0.0, 0.0, 0.0], [0.0, 0.0, 0.1], [0.1, 0.1, 0.1], [0.1, 0.2, 0.1]],
  "lowdin_spin": [0.8129, -0.0054, 0.0022, 0.0037, 0.0177, -0.0007, -0.0015, -0.0005, -0.0047, -0.0002, 0.0058, 0.0144, 0.0002, 0.0000, 0.0003, -0.0002, 0.0000, 0.0036, -0.0085, -0.0012, 0.0005, 0.0025, 0.0181, 0.0103, 0.0235, 0.0202, 0.0413, 0.0138, 0.0214, 0.0030, 0.0000, 0.0007, 0.0007, 0.0004, 0.0005, 0.0005, 0.0011, 0.0004, 0.0003, -0.0003, -0.0003, -0.0032, 0.0028, 0.0003, 0.0006, -0.0009, 0.0000, 0.0001, -0.0001, -0.0001, -0.0005, 0.0008, 0.0002, 0.0002, -0.0002, 0.0000, -0.0001, 0.0000, 0.0000, 0.0000, 0.0035, 0.0000, 0.0000, 0.0000, 0.0000, 0.0000, -0.0001, 0.0006, 0.0000, 0.0000, 0.0000, -0.0001]
}